# 1
The following is a DFT calculation (the ωB97M-V functional and the def2-TZVPD basis) of a 12-piece molecular cluster, C54H142N10O17 overall.

As for the frontier orbital gap (spin up / spin down): 1.29 / 8.58 eV. The charge is -1. For the LUMO energy (spin up / spin down), the calculation gives 1.97 / 1.93 eV. Its multiplicity is 2.

Structure (XYZ):
```
223
Properties=species:S:1:pos:R:3:forces:R:3
C -14.4471 7.2441 -20.3980 0.59 1.08 1.04
C -13.3186 8.2832 -19.9516 -0.82 -1.94 -0.32
O -13.6671 8.9597 -18.7899 -0.55 1.00 0.99
H -15.3300 7.7717 -20.7591 0.15 0.13 -0.61
H -14.8470 6.7732 -19.5000 0.39 -0.22 0.22
H -14.0996 6.4599 -21.0706 0.00 0.26 -0.19
H -13.0497 8.9479 -20.7726 0.07 0.03 -0.07
H -12.4485 7.7533 -19.5639 0.23 -0.32 -0.84
H -14.4128 9.5526 -18.9085 -0.14 -0.03 -0.25
C -22.2697 4.1470 -24.1460 -0.73 -0.36 -0.43
C -20.9341 3.4412 -24.1690 -0.26 0.21 0.37
O -20.2745 3.8764 -22.9768 -0.22 -0.35 -0.22
H -22.9378 3.8577 -24.9572 0.31 0.07 -0.53
H -22.1929 5.2343 -24.1336 0.14 -0.04 0.02
H -22.8655 3.8178 -23.2947 0.36 0.15 0.47
H -20.3062 3.6199 -25.0418 -0.10 0.60 -0.21
H -21.0752 2.3613 -24.2134 -0.11 -0.24 0.46
H -19.3348 3.7246 -23.1013 0.29 0.21 0.06
C -16.9135 3.5184 -22.3589 0.44 0.50 -0.72
O -17.6155 4.4324 -23.2055 -1.79 -2.04 0.90
C -16.9882 5.6299 -23.3863 0.28 1.73 -1.15
C -17.8845 6.6049 -24.2953 0.77 -0.76 1.24
N -19.0459 7.0942 -23.5321 1.29 -0.62 0.02
C -19.9697 7.9364 -24.2490 -0.67 0.00 0.57
C -21.2222 8.2639 -23.4046 0.39 -0.42 -0.10
O -21.0251 9.1176 -22.3201 0.11 1.64 0.45
C -22.1710 9.3277 -21.5123 0.08 -0.48 0.30
H -16.7039 3.8930 -21.3570 -0.04 0.53 0.00
H -15.9732 3.3606 -22.8872 0.37 -0.58 0.32
H -17.4638 2.5889 -22.2133 -0.20 0.12 -0.48
H -16.0318 5.4089 -23.8603 0.34 0.40 -0.58
H -16.7080 6.0302 -22.4120 -0.30 0.72 0.19
H -18.1482 6.0710 -25.2083 -0.32 -0.46 -0.06
H -17.2561 7.4047 -24.6872 0.03 0.38 0.55
H -19.5058 6.2552 -23.2087 -0.46 -0.19 0.16
H -20.3955 7.4380 -25.1199 0.06 -0.07 -0.47
H -19.4278 8.8171 -24.5936 -0.21 0.25 0.03
H -21.5761 7.3565 -22.9152 -0.37 -0.69 -0.70
H -21.9657 8.6898 -24.0783 -0.32 -0.11 -0.09
H -22.5231 8.3984 -21.0645 0.13 -0.50 0.07
H -23.0608 9.7198 -22.0048 0.24 0.41 -0.55
H -21.8991 9.9727 -20.6767 0.12 0.20 -0.18
C -20.0032 12.5526 -22.4046 -0.51 0.27 -0.61
O -20.7989 13.7341 -22.5870 1.18 -0.48 0.72
C -22.0850 13.5621 -22.0792 -1.55 0.51 -1.75
C -22.8800 14.8617 -22.3762 0.80 -0.09 0.28
N -22.4169 16.0257 -21.6444 0.20 0.52 1.36
C -22.5352 15.9293 -20.1771 -0.01 0.81 -0.46
C -21.7671 17.0643 -19.4378 -1.56 -0.20 -0.26
O -20.4029 16.8793 -19.5225 2.22 0.37 -0.35
C -19.6582 17.8159 -18.7224 -0.36 -0.75 0.44
H -19.9850 12.2079 -21.3707 0.30 0.35 0.29
H -19.0186 12.7560 -22.8257 0.00 0.03 0.37
H -20.4258 11.7095 -22.9510 -0.18 -0.07 -0.28
H -22.1562 13.2088 -21.0506 0.34 0.25 0.34
H -22.5827 12.8116 -22.6933 -0.23 -0.54 0.03
H -23.9500 14.6851 -22.2670 -0.05 0.08 0.61
H -22.8157 15.1624 -23.4220 0.42 -0.52 -0.23
H -21.4392 16.2195 -21.8075 0.16 -0.29 -0.61
H -22.1955 14.9885 -19.7441 0.28 -0.27 -0.10
H -23.6114 15.9636 -20.0082 -0.05 0.27 0.64
H -22.0823 17.0647 -18.3944 -0.15 -0.14 0.40
H -21.9998 18.0587 -19.8188 -0.42 0.12 -0.34
H -19.8946 17.5440 -17.6936 0.06 0.40 0.36
H -19.8477 18.8777 -18.8799 -0.74 0.02 -0.32
H -18.5748 17.7535 -18.8246 -0.12 -0.76 -0.50
C -20.8612 12.2946 -18.0836 0.13 0.18 -1.28
O -22.2662 12.0947 -18.3328 -0.05 0.78 1.39
C -23.0330 13.0508 -17.5425 -0.17 -0.31 0.49
C -24.5612 12.8058 -17.4182 -0.62 0.77 -1.82
N -25.3036 13.2131 -18.6403 1.74 0.73 -0.04
C -25.0981 12.2827 -19.7235 -1.58 -0.67 -0.75
C -25.8966 12.6506 -21.0083 1.91 -0.34 0.49
O -25.4704 11.8689 -22.1181 -0.98 -1.39 -0.53
C -25.8749 10.4831 -22.0461 1.13 -0.14 0.51
H -20.2786 11.4788 -18.5115 -0.42 -0.51 0.31
H -20.5466 12.4838 -17.0573 -0.53 -0.30 0.29
H -20.4781 13.1300 -18.6698 -0.27 0.59 -0.02
H -22.8275 14.0717 -17.8645 -0.26 0.08 -0.56
H -22.6600 13.0678 -16.5185 0.24 -0.48 0.28
H -25.0220 13.4556 -16.6741 0.68 -0.07 0.54
H -24.8266 11.7738 -17.1887 0.43 -0.34 0.28
H -26.2666 13.4675 -18.4732 0.04 -0.37 0.02
H -25.4650 11.3297 -19.3423 0.15 -0.73 -0.34
H -24.0750 12.1321 -20.0679 0.24 0.41 0.56
H -25.4971 13.6148 -21.3228 -0.91 0.47 0.34
H -26.9624 12.5770 -20.7920 -0.24 0.29 -0.41
H -25.2841 10.0112 -21.2610 -0.65 -0.03 0.77
H -25.5407 9.8330 -22.8547 0.07 0.96 -0.93
H -26.9473 10.3070 -21.9621 -0.07 0.36 0.39
C -15.2575 6.8671 -26.8798 -0.38 -0.28 0.36
O -14.2699 6.1881 -26.0825 -0.88 0.40 -0.15
C -13.3995 5.3019 -26.7857 0.04 0.68 -0.31
C -12.5205 4.6419 -25.7505 -1.13 0.59 1.05
N -13.2774 3.7391 -24.8082 1.48 0.39 -1.27
C -13.3147 2.4214 -25.4250 -0.98 -0.25 0.27
C -14.0061 1.3652 -24.5642 1.17 -0.34 -0.79
O -15.3842 1.3080 -24.8763 0.97 0.60 0.57
C -16.0903 0.4139 -24.0491 -0.76 0.41 -0.94
H -15.8316 7.6203 -26.3402 0.70 0.09 0.88
H -16.0759 6.1935 -27.1340 0.39 -0.30 -0.65
H -14.8716 7.4338 -27.7272 0.34 -0.50 -0.31
H -12.7682 5.9315 -27.4127 0.22 -0.05 -0.40
H -13.9106 4.5901 -27.4341 -0.43 -0.08 0.03
H -12.1635 5.5129 -25.2009 0.37 -0.20 0.38
H -11.6682 4.1498 -26.2190 -0.14 -0.22 0.15
H -14.2170 4.1043 -24.7470 -0.22 0.15 0.09
H -12.3051 2.1455 -25.7297 0.09 -0.21 0.48
H -13.8892 2.4043 -26.3512 -0.16 0.11 -0.44
H -13.7419 1.4632 -23.5112 -0.55 0.48 0.35
H -13.5216 0.4275 -24.8363 -0.17 -0.57 -0.18
H -15.6959 -0.5992 -24.1279 0.09 -0.13 0.19
H -17.0764 0.4639 -24.5109 -0.28 -0.48 0.45
H -16.1602 0.7608 -23.0182 0.21 -0.12 0.17
C -16.4671 4.4256 -18.3396 1.01 0.40 1.44
O -16.4130 3.5844 -17.1831 -1.40 0.43 -0.15
C -17.7146 3.0884 -16.8771 0.40 -1.70 -0.17
C -17.5663 2.1046 -15.7099 -0.04 -0.13 -0.62
N -18.8389 1.4689 -15.3350 0.49 -0.31 0.68
C -18.6598 0.1888 -14.6327 -1.30 -0.01 0.74
C -20.0322 -0.4637 -14.3143 0.93 -0.01 -0.53
O -20.5149 -1.0657 -15.5057 0.79 0.67 0.09
C -21.5869 -1.9654 -15.4118 0.33 0.56 -0.23
H -15.4171 4.7047 -18.4274 -0.03 -0.12 -0.87
H -16.9772 5.3617 -18.1123 -0.47 -0.02 -0.04
H -16.9216 3.9519 -19.2097 0.14 -0.12 -0.01
H -18.0240 2.5042 -17.7437 -0.30 -0.18 -0.33
H -18.5324 3.7930 -16.7261 0.40 0.70 0.30
H -17.0393 2.6492 -14.9265 -0.54 -0.06 0.61
H -16.8741 1.3110 -15.9912 0.38 0.01 -0.41
H -19.3906 1.2484 -16.1518 0.03 0.22 -0.37
H -18.1559 0.3233 -13.6756 0.02 0.45 0.10
H -18.0861 -0.6005 -15.1184 0.28 0.14 -0.69
H -20.7263 0.2906 -13.9437 -0.17 0.04 0.08
H -19.8532 -1.2217 -13.5518 -0.13 -0.19 0.21
H -22.0104 -1.8814 -16.4127 -0.58 -0.48 0.26
H -22.2751 -1.6634 -14.6223 -0.34 -0.02 -0.10
H -21.2348 -2.9784 -15.2173 -0.01 -0.19 0.04
C -19.1557 8.2397 -18.3844 -1.11 -1.02 1.04
C -18.8613 7.5376 -19.6862 0.23 0.71 -0.39
C -19.8063 6.3684 -20.1483 1.22 0.82 1.73
O -19.9912 5.4788 -19.0429 -0.03 -0.24 -1.44
C -20.4847 4.2108 -19.4975 0.38 0.11 0.66
N -18.6861 8.5017 -20.7675 0.77 -0.32 0.50
H -19.0576 7.4749 -17.6139 -0.47 -0.18 0.25
H -20.1909 8.5808 -18.3782 -0.15 0.22 0.17
H -18.5221 9.0272 -17.9764 0.34 0.22 -1.01
H -17.8839 7.0855 -19.5174 0.18 -0.33 -0.25
H -19.2158 5.9433 -20.9599 -0.26 -0.60 -0.18
H -20.7779 6.6755 -20.5350 -0.13 0.33 -0.07
H -21.0241 3.8107 -18.6389 -0.14 -0.31 -0.26
H -19.6583 3.5491 -19.7567 0.27 -0.15 0.12
H -21.0921 4.2308 -20.4024 -0.32 0.45 0.12
H -18.4002 7.9356 -21.5536 -0.12 0.40 -0.70
H -19.5534 8.9473 -21.0306 -0.08 -0.17 -0.07
C -17.9540 3.6181 -31.3072 0.04 -1.84 1.44
C -18.2382 4.8724 -30.5124 0.52 -1.99 1.01
C -17.4284 4.9588 -29.1488 -0.73 -0.81 -0.75
O -17.5481 3.7065 -28.4306 -0.78 -0.23 -1.52
C -17.3274 3.7391 -27.0369 1.46 1.43 -0.47
N -18.0088 5.9384 -31.4614 -0.26 0.97 0.10
H -18.6434 3.5086 -32.1444 0.27 0.25 -0.28
H -18.1413 2.7390 -30.6905 -0.11 -0.17 0.13
H -16.9013 3.5017 -31.5645 0.04 0.35 -0.48
H -19.2731 4.7542 -30.1912 -0.29 0.69 -0.23
H -17.8574 5.7762 -28.5691 0.12 0.12 0.20
H -16.3942 5.1847 -29.4087 0.35 0.01 0.30
H -16.2979 4.0888 -26.9599 0.28 0.41 0.69
H -17.2682 2.7882 -26.5073 -0.86 -0.28 -0.64
H -17.9925 4.4775 -26.5892 -0.14 -0.25 0.41
H -18.5106 5.6128 -32.2752 -0.49 0.46 -0.28
H -17.0635 5.8203 -31.7968 0.56 0.26 0.21
C -25.7099 5.4227 -19.8761 0.56 -0.51 -0.27
C -25.9848 6.4495 -18.7875 1.36 -1.30 -0.28
C -24.6369 6.9900 -18.2375 -1.37 -0.88 0.89
O -23.8325 5.9017 -17.7943 0.51 1.02 -0.27
C -22.5049 6.3658 -17.5371 -0.05 -0.45 0.42
N -26.7775 7.5119 -19.3245 -0.32 0.51 -0.54
H -24.9968 4.6722 -19.5350 0.21 0.22 0.14
H -25.2928 5.8799 -20.7734 -0.03 0.10 -0.09
H -26.5691 4.8107 -20.1502 -0.43 0.37 -0.07
H -26.5794 5.8685 -18.0825 0.45 0.17 0.95
H -24.8850 7.6168 -17.3810 0.08 0.34 0.31
H -24.1419 7.6446 -18.9549 0.11 -0.25 -0.42
H -22.1559 7.0246 -18.3323 0.16 -0.27 -0.23
H -21.8511 5.5072 -17.3841 -0.14 0.02 -0.51
H -22.3921 6.9257 -16.6088 -0.55 0.33 0.28
H -27.4130 7.0151 -19.9323 -0.51 0.55 -0.26
H -27.3207 7.9514 -18.5952 -0.14 0.14 0.03
C -12.8557 -1.3881 -20.6912 0.15 1.23 -0.79
C -14.0208 -1.8282 -19.8307 0.20 0.04 0.64
C -15.3298 -1.0773 -20.0995 0.83 -2.94 -0.24
O -15.1116 0.1842 -19.6983 -0.25 2.39 0.06
C -16.3116 0.9104 -19.7411 -0.24 0.86 0.17
N -14.1301 -3.2675 -19.8502 0.27 -0.41 -0.72
H -12.9009 -0.3002 -20.7399 0.22 0.21 0.29
H -12.8843 -1.6288 -21.7539 -0.52 -0.64 -0.12
H -11.8481 -1.6580 -20.3751 -0.25 -0.22 0.49
H -13.7564 -1.5118 -18.8217 0.00 -0.04 0.26
H -16.1087 -1.5842 -19.5299 -0.29 -0.04 0.55
H -15.6775 -1.2117 -21.1238 0.16 0.42 -0.63
H -16.8856 0.7767 -18.8242 -0.17 -0.26 0.10
H -16.9212 0.6220 -20.5974 -0.13 -0.09 -0.09
H -16.1105 1.9789 -19.8179 0.29 -0.05 -0.02
H -15.0259 -3.6269 -19.5527 -0.20 0.18 0.20
H -14.0474 -3.4882 -20.8324 -0.05 -0.67 -0.16
C -19.2112 9.9991 -28.4981 -0.75 -0.77 0.83
C -18.9397 8.4923 -28.6288 0.35 -0.12 -0.35
C -20.2288 7.6293 -28.8513 0.99 0.29 1.26
O -20.9967 7.7590 -27.6672 -0.04 0.29 0.13
C -22.2034 7.0520 -27.6716 -1.08 0.52 -0.83
N -17.9383 8.3234 -29.6814 -0.42 0.17 -0.52
H -19.8577 10.3299 -29.3109 0.23 0.13 -0.28
H -18.2892 10.5768 -28.4322 0.00 -0.11 -0.23
H -19.7864 10.1858 -27.5912 0.01 0.06 0.10
H -18.3829 8.1190 -27.7693 -0.69 0.03 0.71
H -20.0235 6.5607 -28.9158 0.57 -0.16 -0.42
H -20.7233 7.9147 -29.7798 -0.44 0.35 -0.02
H -22.7860 7.2774 -26.7783 0.43 -0.21 0.28
H -22.1690 5.9814 -27.8734 0.65 -0.29 0.45
H -22.8339 7.4160 -28.4828 -0.21 0.27 -0.36
H -18.1346 9.0188 -30.3871 0.15 0.27 -0.30
H -18.1155 7.4622 -30.1784 0.26 -0.33 -0.22
```
Positions in Å, forces in eV/Å.

Results of the Mulliken charge analysis, in e, for atoms 1 through 6:
1 C -0.785
2 C -0.482
3 O -0.529
4 H 0.241
5 H 0.223
6 H 0.423

---

# 2
The following is a DFT calculation (the ωB97M-V functional and the def2-TZVPD basis) of a single CH3O2 molecule.

The value obtained for the energy above the lowest of the compared OMol25 structures with the same formula, charge and spin is 9.6 kcal per mole. As for the frontier orbital gap (spin up / spin down): 11.68 / 8.22 eV. The charge is 0. For the LUMO energy (spin up / spin down), the calculation gives 0.93 / -2.60 eV. Its multiplicity is 2.

Structure (XYZ):
```
6
Properties=species:S:1:pos:R:3:forces:R:3
O -0.1307 1.0000 0.7986 0.73 -2.92 -2.84
H 0.4259 1.4218 0.1260 -0.12 0.95 0.58
O 0.2316 -0.2871 -1.3620 0.51 -0.08 0.80
C -0.0256 -0.4206 -0.0930 -1.50 2.82 1.73
H 0.5919 -0.9837 0.6076 0.27 -0.51 -0.53
H -1.0930 -0.7304 -0.0771 0.13 -0.26 0.26
```
Positions in Å, forces in eV/Å.

Want to see where the charge sits? The Mulliken charges in e are:
1 O -0.536
2 H 0.281
3 O -0.274
4 C 0.076
5 H 0.262
6 H 0.190